The following is a DFT calculation (ωB97M-V/def2-TZVPD) of a cluster of 2 separate species, C3H10NO in total in a non-equilibrium geometry.

The geometry in XYZ format:
```
15
C3H10NO | the OMol25 dataset | ωB97M-V/def2-TZVPD
C -2.2997 -0.0419 0.3370
N -1.0663 -0.1477 -0.4753
H -1.9729 -0.2539 1.3573
H -3.0108 -0.8337 0.1345
H -2.7249 0.9542 0.3751
H -0.3584 0.5711 -0.2711
H -0.4556 -0.9705 -0.3165
H -1.2377 -0.2069 -1.4826
C 1.6714 1.0920 0.2322
C 2.0868 -0.0392 -0.3435
O 1.4172 -1.2266 0.0860
H 1.2647 1.0224 1.2354
H 1.7530 2.0493 -0.2646
H 2.8398 -0.2185 -1.0964
H 2.0933 -1.7502 0.4925
```

As for the spin multiplicity: 1. As for the HOMO energy: -0.5211 hartree. The net charge is +1.

Atomic partial charges in e from the natural (NBO) method, atoms 1 to 6: C -0.434; N -0.699; H 0.232; H 0.247; H 0.247; H 0.454

The following is a DFT calculation (ωB97M-V/def2-TZVPD) of a structure of composition C46H36BaF6N3O5P2S4 in a non-equilibrium geometry.

The geometry in XYZ format:
```
103
C46H36BaF6N3O5P2S4 | the OMol25 dataset | ωB97M-V/def2-TZVPD
Ba 0.6962 0.1172 0.0652
F 4.8721 -0.4230 -2.4937
C 4.2525 -1.5035 -2.0893
F 4.0170 -2.2868 -3.1167
F 4.8955 -2.1409 -1.1620
S 2.4981 -1.0114 -1.4605
O 2.2509 -1.6055 -0.1403
O 1.6206 -1.4064 -2.4955
N 2.4509 0.6056 -1.2778
S 3.2475 0.9374 0.0996
O 4.4657 0.2026 0.2455
O 2.3263 1.0044 1.2378
C 3.6744 2.6823 -0.2550
F 4.3232 3.1425 0.7694
F 4.4004 2.7132 -1.3501
F 2.5295 3.3149 -0.4434
C 0.9321 -1.7571 3.8004
C 0.1150 -2.6247 2.8729
N -0.1320 -2.3323 1.6211
C -0.8795 -3.3330 1.0063
C -1.2399 -4.3369 1.8258
S -0.5963 -4.0836 3.3836
C -1.1229 -3.2838 -0.4515
C -1.4027 -4.3562 -1.2211
S -1.5584 -3.8807 -2.8454
C -1.2323 -2.2576 -2.4261
N -1.0174 -2.0795 -1.1397
C -1.2496 -1.1650 -3.4757
H 1.3084 -0.8898 3.2594
H 1.7800 -2.3072 4.2032
H 0.3323 -1.4098 4.6455
H -1.8440 -5.2086 1.6009
H -1.5153 -5.3928 -0.9179
H -2.0787 -1.3051 -4.1679
H -0.3226 -1.1663 -4.0439
H -1.3575 -0.1951 -2.9911
O -3.1387 2.2012 1.8417
C -2.9108 2.7125 3.1010
C -3.8921 2.8308 4.0672
C -3.5530 3.3783 5.2967
C -2.2524 3.7947 5.5474
C -1.2718 3.6238 4.5773
C -1.5834 3.0620 3.3416
P -0.4001 2.7224 1.9585
C -0.8350 4.0731 0.8095
C -0.9678 5.3997 1.2179
C -1.3317 6.3783 0.3047
C -1.5757 6.0389 -1.0266
C -1.4647 4.7216 -1.4392
C -1.0983 3.7462 -0.5201
C 1.1459 3.2859 2.8016
C 1.5994 2.4777 3.8560
C 2.7482 2.7981 4.5594
C 3.4770 3.9351 4.2139
C 3.0379 4.7421 3.1784
C 1.8791 4.4168 2.4713
C -4.3648 2.2835 1.1943
C -5.2249 3.3541 1.3622
C -6.4328 3.3485 0.6808
C -6.7695 2.2780 -0.1372
C -5.8691 1.2344 -0.3201
C -4.6322 1.2313 0.3218
P -3.2700 -0.0365 0.1420
C -3.8980 -0.9330 -1.3447
C -4.0056 -0.1885 -2.5268
C -4.4494 -0.7755 -3.7044
C -4.7709 -2.1315 -3.7290
C -4.6492 -2.8824 -2.5709
C -4.2113 -2.2890 -1.3889
C -3.7294 -1.0492 1.6033
C -4.9433 -1.7310 1.7238
C -5.2516 -2.4169 2.8913
C -4.3596 -2.4065 3.9637
C -3.1715 -1.6990 3.8671
C -2.8608 -1.0273 2.6913
H -4.9037 2.4962 3.8695
H -4.3180 3.4891 6.0574
H -1.9945 4.2381 6.5027
H -0.2589 3.9402 4.7901
H -0.7922 5.6663 2.2562
H -1.4284 7.4097 0.6288
H -1.8603 6.8065 -1.7388
H -1.6636 4.4549 -2.4719
H -1.0407 2.7182 -0.8346
H 1.0296 1.5971 4.1343
H 3.0776 2.1698 5.3808
H 4.3815 4.1883 4.7559
H 3.6011 5.6289 2.9058
H 1.5568 5.0546 1.6578
H -4.9547 4.1853 2.0062
H -7.1179 4.1808 0.8039
H -7.7261 2.2633 -0.6501
H -6.1408 0.4162 -0.9754
H -3.7712 0.8726 -2.5144
H -4.5520 -0.1765 -4.6021
H -5.1196 -2.5951 -4.6474
H -4.9002 -3.9390 -2.5822
H -4.1117 -2.8972 -0.4956
H -5.6585 -1.7176 0.9068
H -6.1937 -2.9537 2.9707
H -4.6037 -2.9351 4.8807
H -2.4873 -1.6730 4.7118
H -1.9443 -0.4761 2.6112
```

As for the spin multiplicity: 1. As for the HOMO energy: -0.3781 hartree. The net charge is +1.

Atomic partial charges in e from the Mulliken method, atoms 1 to 6: Ba 2.184; F -0.189; C 0.528; F -0.174; F -0.158; S 0.642

For reference, LUMO by record: -3.3410, -1.7628 eV.
For reference, gap between HOMO and LUMO by record: 10.8, 8.5 eV.